96
Properties=species:S:1:pos:R:3 method="wB97M-V/def2-TZVPD" max_force_ha_per_bohr=0.061 de_lowest_kcal_mol=39.8 e_lumo_ev="-7.51 / -6.13" homo_lumo_gap_ha="0.1719 / 0.2223" s2=6.15 multiplicity=5 e_tot_ha=-6670.52063 charge=+2 e_homo_ev="-12.2 / -12.2"
Mn -0.61640 0.09270 -0.39640
O -1.39920 -2.13180 3.20580
C -1.95620 -3.23310 2.66910
C -2.45590 -4.21690 3.52250
C -3.03340 -5.35750 3.01010
C -3.12790 -5.54240 1.63020
C -2.65290 -4.57530 0.77310
C -2.05630 -3.41000 1.27040
C -1.56820 -2.39880 0.34350
O -0.85220 -1.38780 0.74350
N -1.85370 -2.53160 -0.93410
N -1.37010 -1.55580 -1.72090
C -1.47780 -1.72870 -3.00720
S -2.33240 -3.06730 -3.72510
C -1.80880 -2.66770 -5.43920
C -1.67810 -1.16710 -5.54990
S -0.71410 -0.62760 -4.10860
H -1.08630 -1.57680 2.46260
H -2.36340 -4.05570 4.58380
H -3.40460 -6.11530 3.68320
H -3.56720 -6.44600 1.23940
H -2.72680 -4.69320 -0.29540
H -2.55840 -3.06200 -6.12240
H -0.85340 -3.16360 -5.62050
H -2.64190 -0.65570 -5.50480
H -1.14080 -0.85770 -6.44690
N 1.63420 2.62230 0.22710
C 1.97770 3.27310 1.51910
C 2.81470 2.27950 2.31700
C 1.99220 1.05570 2.73970
N 1.62580 0.25810 1.55620
C 0.72330 1.47950 3.48210
C -0.15810 2.44280 2.68480
N -0.86580 1.74660 1.57960
C 0.67160 3.64400 2.21290
H 2.43290 2.51270 -0.40620
H 0.89390 3.13830 -0.25700
H 1.31040 1.63550 0.50990
H 2.55290 4.18360 1.32390
H 3.21320 2.76660 3.20510
H 3.67270 1.95820 1.72330
H 2.60650 0.46450 3.43280
H 1.04230 -0.52000 1.86240
H 2.45850 -0.15800 1.14460
H 1.01250 1.97350 4.40880
H 0.14510 0.59420 3.75690
H -0.91310 2.84740 3.37480
H -1.48480 2.43920 1.15600
H -1.49460 1.08090 2.03410
H 0.91100 4.23930 3.09340
H 0.07460 4.28100 1.55730
C 4.74000 -1.88490 -5.59590
C 3.89470 -1.86100 -4.31090
C 4.41420 -2.95750 -3.37120
C 2.44670 -2.23180 -4.65430
Si 4.05070 -0.06610 -3.54800
Br 1.58150 -0.00050 -1.64410
C 5.49120 0.22290 -2.24490
C 6.81510 -0.08690 -2.96280
C 5.54910 1.66730 -1.73330
C 5.37140 -0.67700 -1.00960
C 3.46830 1.47870 -4.60770
C 4.68780 2.01410 -5.37470
C 2.38910 1.08860 -5.62530
C 2.88280 2.61250 -3.75730
H 4.72750 -2.88750 -6.01540
H 5.77570 -1.62260 -5.40090
H 4.34840 -1.20590 -6.34630
H 4.28260 -3.92230 -3.85660
H 3.85310 -2.97360 -2.44190
H 5.47240 -2.85410 -3.15600
H 2.44350 -3.21420 -5.12130
H 1.99130 -1.53090 -5.34230
H 1.84370 -2.27710 -3.75320
H 6.93310 0.50740 -3.86390
H 6.89060 -1.13590 -3.22920
H 7.64630 0.14290 -2.30120
H 5.72440 2.37950 -2.53170
H 6.37720 1.75840 -1.03380
H 4.63300 1.92620 -1.20930
H 5.42400 -1.72830 -1.25930
H 4.43530 -0.49080 -0.49190
H 6.19560 -0.45940 -0.33390
H 5.10120 1.26470 -6.04240
H 5.47310 2.34820 -4.70550
H 4.38410 2.86760 -5.97560
H 2.75190 0.36360 -6.34870
H 2.08460 1.97670 -6.17480
H 1.50900 0.69460 -5.12430
H 3.59210 2.98420 -3.02860
H 1.98050 2.28190 -3.25590
H 2.61840 3.43570 -4.41510
F -1.80340 1.65540 -2.69360
C -1.41080 1.53880 -1.41970
F -2.56370 1.23580 -0.69940
F -1.10610 2.83420 -1.03200

=====

70
Properties=species:S:1:pos:R:3 method="wB97M-V/def2-TZVPD" max_force_ha_per_bohr=0.042 de_lowest_kcal_mol=48.1 e_lumo_ev="-2.56 / -2.57" homo_lumo_gap_ha="0.1704 / 0.1702" e_tot_ha=-13346.72985 charge=0 e_homo_ev="-7.2 / -7.2"
W -0.31090 -0.37863 -0.90401
C -3.51836 1.71136 -3.23573
C -2.55014 1.25475 -2.20297
N -1.47442 0.59071 -2.45670
N -1.13711 0.44666 -3.79758
C -0.40249 -0.59567 -4.04797
N 0.03813 -0.76516 -5.31496
S 0.10993 -1.78210 -2.86960
C -2.78782 1.51136 -0.76986
C -3.98612 2.01648 -0.32060
C -4.20705 2.12337 1.04866
C -3.18813 1.76587 1.89885
C -1.99395 1.28218 1.37259
N -1.78753 1.13591 0.06616
H -3.10105 1.58302 -4.22756
H -3.78111 2.75797 -3.07955
H -4.42796 1.11080 -3.15301
H -0.35129 -0.16145 -6.02123
H 0.31727 -1.68644 -5.60366
H -4.75977 2.25903 -1.03284
H -5.16732 2.44109 1.42932
H -3.30186 1.81835 2.97152
H -1.18173 0.98105 2.01369
C 5.87914 -2.38039 -1.50404
C 4.60762 -3.00999 -1.07608
N 4.41389 -4.27170 -0.86538
N 3.09230 -4.35159 -0.51640
C 2.46173 -3.17720 -0.52185
S 0.81265 -2.89502 -0.19503
N 3.43766 -2.30489 -0.87364
N 3.20984 -0.94501 -0.98626
H 6.60587 -3.16201 -1.70623
H 6.27030 -1.72352 -0.72635
H 5.73550 -1.79149 -2.41061
H 2.67982 -5.24234 -0.29355
H 3.69278 -0.56780 -1.79207
H 3.50318 -0.45992 -0.14394
Se -2.64779 -4.19775 2.48631
Sb -3.99928 -3.11195 0.83373
Se -4.82900 -4.22565 -1.09250
Se -5.05770 -1.07385 1.55922
Se -1.93311 -1.75753 -0.26293
F -0.06716 -1.93497 8.26113
C 1.02693 -1.33824 7.77102
F 2.08753 -2.09670 8.11522
F 1.17064 -0.16601 8.42046
C 0.95434 -1.13188 6.28335
C -0.09792 -1.64077 5.54237
C -0.15720 -1.40197 4.17639
C 0.83977 -0.64637 3.55998
C 1.91650 -0.16367 4.31141
C 1.97266 -0.40883 5.66823
C 0.72702 -0.36591 2.16003
C 0.61731 -0.16204 0.96719
H -0.87350 -2.22514 6.01685
H -0.97449 -1.81623 3.59609
H 2.69581 0.40681 3.82456
H 2.80362 -0.04059 6.25563
F -1.27207 5.88457 -4.10415
C -0.64189 4.82867 -3.59358
C 0.07194 3.97742 -4.41642
F 0.12118 4.21208 -5.72851
C 0.72475 2.88521 -3.87552
F 1.38770 2.08787 -4.71552
C 0.68278 2.59221 -2.51799
S 1.48393 1.14796 -1.87849
C -0.02213 3.48163 -1.71566
F -0.10293 3.28621 -0.39541
C -0.68834 4.57956 -2.23373
F -1.37136 5.39821 -1.43029

=====

81
Properties=species:S:1:pos:R:3 method="wB97M-V/def2-TZVPD" max_force_ha_per_bohr=0.186 de_lowest_kcal_mol=110.9 e_lumo_ev="-5.53 / -6.56" homo_lumo_gap_ha="0.2111 / 0.2261" s2=6.06 multiplicity=5 e_tot_ha=-2403.99528 charge=+2 e_homo_ev="-11.3 / -12.7"
Os -0.64501 -2.05725 0.46917
C -1.87369 -1.84923 2.09355
C -1.64732 -3.23365 1.80104
C 0.41132 -2.24200 2.21894
C -0.60319 -1.24212 2.36542
C -0.23642 -3.46557 1.86477
C -3.19393 -1.16456 2.24151
H -3.85594 -1.47027 1.42928
H -3.04376 -0.08389 2.17891
H -3.65897 -1.42061 3.20004
C -0.39211 0.08593 3.02306
H -1.10958 0.82934 2.66533
H 0.62148 0.44848 2.82665
H -0.52498 -0.01507 4.11119
C 1.83569 -2.09557 2.66318
H 1.91389 -2.17032 3.75983
H 2.22107 -1.11179 2.36473
H 2.43052 -2.90832 2.23720
C 0.45116 -4.74168 1.55364
H -0.22649 -5.57585 1.73670
H 1.36974 -4.83826 2.13808
H 0.68300 -4.74045 0.48140
C -2.66328 -4.23366 1.38715
H -2.34266 -5.22076 1.72645
H -2.76647 -4.23665 0.29457
H -3.63114 -3.94576 1.79607
C -1.06802 2.61775 -1.26184
C -2.10084 1.99890 -2.06805
C -2.49782 0.79759 -1.14488
C -1.69729 -0.49033 -1.45278
C -0.22236 -0.56011 -1.43859
C 1.02192 0.22582 -1.54893
C 1.16012 1.63975 -0.98591
C 0.31762 2.78008 -1.58772
H -3.57259 0.59873 -1.25303
H -2.09701 -0.96398 -2.37113
H -2.31900 1.01480 -0.08259
H 0.56285 2.90386 -2.65539
H -1.33106 2.90116 -0.25646
H -2.98278 2.56555 -2.38039
H 0.67376 3.69359 -1.07438
H 0.90378 1.54581 0.07715
H 1.83462 -0.35107 -1.06182
H 2.22626 1.89465 -1.06181
H -2.06320 -1.21926 -0.66358
H 0.05161 -1.67488 -1.38616
P -1.40093 1.27874 -3.63317
C -1.43650 2.87538 -4.53955
C -2.60761 0.26806 -4.52912
P 1.09641 -0.56269 -3.19017
C 0.26165 0.72207 -4.16829
C 0.45857 -2.17854 -3.70056
C 2.82661 -0.53171 -3.71704
H -0.70047 3.56765 -4.11064
H -2.43124 3.32134 -4.42886
H -1.21138 2.73043 -5.60247
H -2.50904 0.49169 -5.59777
H -3.62416 0.52549 -4.20072
H -2.44691 -0.80894 -4.38352
H 2.89484 -0.08057 -4.71623
H 3.21251 -1.55676 -3.77786
H 3.45194 0.04231 -3.02336
H 0.92730 1.60297 -4.23195
H 0.15610 0.35349 -5.20769
H 1.29687 -2.88965 -3.68421
H 0.09252 -2.11422 -4.73673
H -0.34262 -2.57057 -3.05506
Cl 0.17085 3.70307 3.10951
C 1.53862 3.19468 3.99652
C 1.69774 3.60582 5.30672
C 2.76566 3.11195 6.07385
C 3.68481 2.21328 5.50759
C 3.55964 1.80932 4.18920
C 2.48858 2.30611 3.37122
C 2.34264 1.92941 2.04020
H 0.98253 4.30651 5.73332
H 2.87337 3.42673 7.11008
H 4.51030 1.83225 6.10866
H 4.27523 1.12087 3.72959
H 2.97682 1.13849 1.64117
H 1.84528 2.59670 1.34775

=====

91
Properties=species:S:1:pos:R:3 method="wB97M-V/def2-TZVPD" max_force_ha_per_bohr=0.009 e_lumo_ev="0.38 / 0.28" homo_lumo_gap_ha="0.3106 / 0.3062" s2=8.75 multiplicity=6 e_tot_ha=-3791.06182 charge=0 e_homo_ev="-8.1 / -8.1"
Mn 0.44115 -1.09078 0.54833
O -1.48761 -5.36803 4.47102
C -0.94549 -4.53231 3.55744
C -1.18996 -4.67401 2.18991
C -0.60120 -3.75951 1.34197
N 0.18217 -2.79876 1.80865
C 0.39540 -2.63233 3.10810
C -0.14453 -3.49411 4.03706
C 1.21460 -1.37768 3.39931
O 1.78266 -1.25966 4.46477
O 1.20817 -0.54268 2.40645
C -0.81514 -3.67159 -0.17135
O -1.36672 -4.58307 -0.75508
O -0.36298 -2.56873 -0.68073
H -2.01902 -6.03724 4.02618
H -1.82480 -5.45361 1.78795
H 0.03520 -3.35807 5.09342
C -1.94280 0.31200 -1.19219
C -2.77979 0.61495 0.05174
C -2.11551 0.26818 1.39177
Sb -0.64618 1.72453 2.13858
C -0.81565 1.20655 4.20064
C -1.78074 0.35743 4.73477
C -1.76345 0.02111 6.08262
C -0.77771 0.53059 6.91360
C 0.19460 1.37017 6.39107
C 0.17829 1.69697 5.04374
C -2.17522 3.24136 2.06847
C -1.99013 4.33043 1.22073
C -2.96493 5.31449 1.09547
C -4.13804 5.22110 1.82890
C -4.32980 4.14652 2.68914
C -3.35494 3.16631 2.80571
Sb -0.43993 1.78602 -1.73892
C -1.76044 2.79930 -3.07619
C -2.72682 3.63474 -2.51661
C -3.64190 4.29509 -3.32449
C -3.59026 4.13806 -4.70269
C -2.62503 3.31748 -5.26740
C -1.71536 2.64793 -4.45806
C 0.55669 0.56800 -3.19387
C 1.76573 1.03688 -3.70977
C 2.48059 0.29450 -4.64108
C 1.99918 -0.94059 -5.05757
C 0.80425 -1.42332 -4.54116
C 0.08546 -0.67102 -3.61953
H -2.58233 0.25688 -2.07697
H -1.49258 -0.68203 -1.11402
H -3.70487 0.03364 -0.02683
H -3.09936 1.66177 0.06246
H -1.73971 -0.76600 1.37892
H -2.87546 0.26346 2.17622
H -2.55802 -0.06744 4.11008
H -2.52053 -0.64400 6.48033
H -0.75920 0.26381 7.96257
H 0.98128 1.75367 7.02773
H 0.96864 2.32344 4.64546
H -1.07308 4.41825 0.64485
H -2.80415 6.15347 0.42911
H -4.89835 5.98648 1.73861
H -5.23988 4.07549 3.27195
H -3.51759 2.34042 3.49141
H -2.77379 3.78089 -1.44188
H -4.39149 4.93562 -2.87654
H -4.30038 4.65524 -5.33516
H -2.57995 3.19337 -6.34226
H -0.97381 2.00125 -4.91322
H 2.16424 1.99058 -3.37877
H 3.41014 0.68226 -5.04177
H 2.54939 -1.52048 -5.78910
H 0.42411 -2.38791 -4.85335
H -0.83455 -1.08272 -3.22452
C 6.37455 -2.32080 -1.06583
C 5.67977 -2.72082 -2.36272
C 4.87426 -4.00430 -2.18953
C 4.84170 -1.57258 -2.92331
N 3.85172 -1.07460 -1.97429
C 2.71469 -1.61245 -1.54950
N 2.18338 -0.78672 -0.67703
N 3.02073 0.26902 -0.57244
N 4.01792 0.10413 -1.34701
H 7.03911 -3.11684 -0.73010
H 5.64998 -2.14172 -0.26813
H 6.96617 -1.41243 -1.18743
H 6.44689 -2.89816 -3.12367
H 4.19771 -3.93853 -1.33398
H 5.53935 -4.84634 -1.99829
H 4.28445 -4.23988 -3.07793
H 4.30519 -1.86444 -3.82729
H 5.46883 -0.71304 -3.15385
H 2.27286 -2.53246 -1.89381

=====

110
Properties=species:S:1:pos:R:3 method="wB97M-V/def2-TZVPD" max_force_ha_per_bohr=0.048 de_lowest_kcal_mol=22.5 e_lumo_ev=2.24 homo_lumo_gap_ha=0.2391 e_tot_ha=-4352.46793 charge=-1 e_homo_ev=-4.3
Mg -1.63500 1.36102 -1.23783
C -1.27864 7.90090 -0.33880
C -1.65809 6.91041 -1.22979
C -1.56868 5.54812 -0.88944
C -1.00934 5.20802 0.35696
C -0.62292 6.22196 1.27579
C -0.90342 7.57762 0.95829
P -0.63497 3.40365 0.65387
C 0.95530 3.57009 1.53038
C 2.10412 3.92876 0.75231
C 3.30351 4.24794 1.31322
C 3.41975 4.10073 2.72143
C 2.31587 3.72150 3.47859
C 1.09100 3.49180 2.87755
C -1.63448 2.61643 2.04232
C -2.18679 3.42957 3.02284
C -2.63183 2.90632 4.25104
C -2.48131 1.54470 4.47493
C -2.05167 0.70187 3.47883
C -1.62384 1.19927 2.25087
Si -1.11321 -0.15606 0.92921
C -2.67051 -1.26460 0.98781
C -3.91364 -0.78478 1.48856
C -5.05316 -1.55828 1.30886
C -5.02616 -2.84849 0.83621
C -3.83528 -3.26169 0.26051
C -2.66910 -2.45921 0.24681
P -1.27179 -3.02883 -0.77824
C -1.35406 -4.85493 -0.38567
C -1.30997 -5.34905 0.98090
C -1.34362 -6.72598 1.20332
C -1.47043 -7.61676 0.15275
C -1.41938 -7.15821 -1.13389
C -1.29726 -5.81433 -1.42915
C -1.64901 -2.92215 -2.58365
C -2.57875 -2.02898 -3.13484
C -2.57546 -1.66401 -4.51368
C -1.59863 -2.15941 -5.34275
C -0.62694 -2.98179 -4.78880
C -0.63157 -3.34538 -3.45194
C 0.39005 -1.17337 1.61548
C 0.08627 -2.08418 2.63427
C 1.05128 -2.80938 3.32106
C 2.37351 -2.71938 2.88067
C 2.68133 -1.85308 1.84563
C 1.76401 -1.02582 1.21110
P 2.27378 0.14588 -0.14824
C 2.32648 -0.96118 -1.59962
C 2.43162 -0.43739 -2.90419
C 2.40051 -1.24924 -3.99517
C 2.56539 -2.59978 -3.80398
C 2.65144 -3.19953 -2.54876
C 2.39221 -2.37918 -1.42321
C 4.10858 0.30603 0.28886
C 4.46846 1.17210 1.32566
C 5.79755 1.36611 1.64833
C 6.84062 0.72814 0.97927
C 6.50747 -0.14228 -0.07141
C 5.15658 -0.32441 -0.38122
H -1.26281 8.97101 -0.65714
H -2.02646 7.20792 -2.19202
H -2.06142 4.85821 -1.55387
H -0.13878 5.95471 2.23032
H -0.64317 8.29429 1.70582
H 1.98010 3.86925 -0.31110
H 4.16314 4.34868 0.64872
H 4.37590 4.32510 3.16552
H 2.41946 3.66729 4.56993
H 0.19354 3.25386 3.43499
H -2.25609 4.46924 2.81319
H -3.07614 3.58709 4.96285
H -2.75641 1.12763 5.45684
H -2.10829 -0.43056 3.61421
H -4.02088 0.21031 1.83002
H -6.01206 -1.09072 1.55063
H -5.88899 -3.47789 0.76775
H -3.75624 -4.22620 -0.26310
H -1.24483 -4.66298 1.82142
H -1.38263 -7.10234 2.22638
H -1.51796 -8.64880 0.38738
H -1.46331 -7.84884 -1.96861
H -1.21921 -5.57781 -2.44292
H -3.58079 -0.49303 -2.44196
H -3.34165 -0.97730 -4.86172
H -1.65729 -1.94668 -6.40715
H 0.25848 -3.30488 -5.33159
H 0.16182 -3.98707 -3.04692
H -0.93179 -2.15325 3.02486
H 0.72691 -3.39426 4.16617
H 3.12300 -3.32880 3.33508
H 3.72670 -1.75484 1.56169
H 2.43789 0.66340 -3.00953
H 2.27446 -0.78198 -4.99697
H 2.54907 -3.28498 -4.65109
H 2.89502 -4.23993 -2.46797
H 2.29483 -2.91256 -0.50759
H 3.70838 1.62348 1.93413
H 6.09106 2.02843 2.42668
H 7.88185 1.00869 1.18188
H 7.30763 -0.64326 -0.61159
H 4.93830 -1.03320 -1.17943
O -3.53011 3.40329 -3.18260
S -3.91500 2.39724 -2.15847
O -3.48797 -1.51247 -2.28398
O -3.03914 2.71024 -0.90523
O -3.29018 0.97224 -2.46196
N -0.17859 1.78395 -2.88199
H 0.73868 1.35791 -2.79982
H 0.00878 2.78964 -2.92826
H -0.59461 1.56366 -3.78212

=====

21
Properties=species:S:1:pos:R:3 method="wB97M-V/def2-TZVPD" max_force_ha_per_bohr=0.039 de_lowest_kcal_mol=38.2 e_lumo_ev=0.63 homo_lumo_gap_ha=0.3622 e_tot_ha=-461.50509 charge=0 e_homo_ev=-9.2
C -0.69492 0.76438 0.15161
C -0.62230 -0.69655 -0.32049
C -0.17353 1.05774 1.55671
C -0.13649 1.75079 -0.86870
C 0.81036 -1.23655 -0.65194
C 1.91459 -1.13888 0.09557
O -2.17475 1.02188 0.20514
O -1.22485 -1.56920 0.63430
O 0.83542 -1.95772 -1.83311
H -2.54886 0.29950 0.74657
H -1.11094 -2.46731 0.27615
H 1.72828 -2.31754 -1.97405
H -1.21313 -0.78170 -1.24104
H -0.44442 0.26553 2.26104
H 0.90925 1.19768 1.57877
H -0.47182 2.76702 -0.63510
H 0.95728 1.74333 -0.88652
H -0.50248 1.52594 -1.87592
H -0.62309 1.98055 1.94111
H 2.85462 -1.59303 -0.20208
H 1.93180 -0.61585 1.04197